# 1
13
Properties=species:S:1:pos:R:3:forces:R:3:mulliken_charge:R:1 method="wB97M-V/def2-TZVPD" multiplicity=1 gap_ev="8.23 / 7.61" lumo_ha="-0.0697 / -0.0513" de_lowest_kcal_mol=98.78
C 1.340563 0.389609 -0.530072 -2.55 2.97 5.50 -0.739
C 1.166612 -0.567513 0.644250 -0.73 -1.99 -1.21 -0.522
N -2.908793 2.337786 -0.517553 -0.25 1.66 0.35 -0.348
O -0.676752 -2.702752 0.974530 0.01 -0.25 0.24 -0.509
O -0.058927 -2.073722 -1.390773 -0.08 0.13 0.74 -0.509
S -0.358982 -1.696007 -0.011323 1.20 0.22 -0.45 0.749
Br -2.468001 0.736532 0.128806 -0.03 -0.39 0.43 0.124
H 0.276434 0.872042 -0.579647 2.29 -0.44 -0.79 0.141
H 2.068891 1.114324 -0.101184 -0.61 0.20 -0.49 0.300
H 1.770287 0.049988 -1.369183 0.88 -1.73 -3.07 0.351
H 0.706473 -0.270983 1.579032 0.04 0.83 -0.11 0.330
H 2.003661 -1.230344 0.896378 -0.25 -0.08 -0.38 0.380
H -2.861471 3.041036 0.276737 0.07 -1.14 -0.76 0.253

# 2
11
Properties=species:S:1:pos:R:3:forces:R:3:mulliken_charge:R:1 method="wB97M-V/def2-TZVPD" multiplicity=1 gap_ev=11.15 smiles="CP(C)(=O)Br" lumo_ha=0.0237 de_lowest_kcal_mol=0.00
C -0.398565 0.049436 -1.416101 1.53 -0.97 -2.23 -0.843
P 0.556842 0.470462 -0.019014 -1.10 -2.77 2.60 0.825
C -0.363620 -0.330807 1.444163 1.62 0.05 -1.28 -1.052
O 0.849519 1.867955 0.148341 0.58 2.16 0.09 -0.623
Br 2.415775 -0.805394 0.022358 -0.41 0.23 -0.31 -0.270
H 0.380063 -0.092825 -2.244028 -1.33 -0.50 0.85 0.299
H -1.097275 -0.770042 -1.229524 0.51 -0.13 -0.29 0.304
H -0.930097 0.896193 -1.760838 -0.73 1.10 0.02 0.344
H 0.188765 0.180676 2.252289 -0.55 -0.64 0.14 0.327
H -1.412846 -0.001891 1.394958 0.36 -0.31 0.15 0.341
H -0.188558 -1.463761 1.407401 -0.49 1.78 0.26 0.348